No. 1
26
Properties=species:S:1:pos:R:3 method="wB97M-V/def2-TZVPD" e_tot_ha=-572.9310 lumo_energy_ev="0.82 / -3.05" max_force_ev_per_a=6.02 spin_multiplicity=3 total_charge=0 homo_lumo_gap_ev="8.3 / 6.3"
C 2.34728 0.50004 -0.04969
C 1.78937 0.84164 1.10257
C 1.53536 -0.41443 -1.01535
C 0.49572 0.48295 1.69498
C -0.08821 -0.31261 -0.84886
C -0.35497 -0.52682 0.70588
C -0.72400 -1.24923 -1.79876
C -1.87530 -0.41527 1.06776
N -0.36831 0.94846 -1.38190
N 0.03785 -1.81113 1.13673
O 1.12670 -2.03686 1.61867
O -0.68852 -2.73957 0.78470
H 3.28969 0.77117 -0.37952
H 2.45271 1.28189 1.94149
H 1.69439 -0.09546 -2.06697
H 1.85434 -1.38680 -0.93944
H 0.57201 -0.28190 2.57609
H -0.08820 1.30699 1.94414
H -0.83851 -2.28807 -1.65428
H -0.23322 -1.00438 -2.71272
H -1.73584 -0.99129 -1.94734
H -2.54479 -0.42390 0.14428
H -2.03338 0.50466 1.68703
H -2.15884 -1.30503 1.68294
H -1.44842 1.09360 -1.37958
H 0.07907 1.59145 -0.77729

=====

No. 2
23
Properties=species:S:1:pos:R:3 method="wB97M-V/def2-TZVPD" e_tot_ha=-987.3236 lumo_energy_ev=2.76 max_force_ev_per_a=1.24 spin_multiplicity=1 total_charge=-1 homo_lumo_gap_ev=6.9
O 0.66979 -2.53966 2.06181
C 0.66748 -1.92863 1.03506
N 1.62782 -0.97460 0.78155
O 1.66804 -0.51381 -0.53446
B 2.37467 0.72714 -0.61604
O 1.99492 1.74830 0.25307
O 3.63314 0.72376 -1.21047
O -0.20634 -2.10721 0.04318
C -1.33926 -1.22052 -0.14609
C -1.21905 0.17732 0.44502
C -2.23945 1.11552 -0.17891
O -3.59016 0.72969 0.14501
H 2.54154 -1.24467 1.12968
H 1.95346 1.47521 1.17604
H 4.34930 0.69536 -0.56700
H -1.44408 -1.14428 -1.23409
H -2.21603 -1.73490 0.26295
H -1.39433 0.14536 1.53036
H -0.23271 0.59671 0.23057
H -2.07686 2.13345 0.19077
H -2.09044 1.14227 -1.26348
H -4.03346 0.45885 -0.66832
I 0.60202 1.53935 -2.86621